Density functional theory data (ωB97M-V with the def2-TZVPD basis set) for a cluster of 7 separate species, CH18NO6 in total at a distorted geometry.

CARTESIAN COORDINATES (ANGSTROEM)
C  -0.54  -0.99  -2.52
N  -0.13  0.31  -1.77
H  -0.59  -1.85  -1.73
H  -1.37  -0.76  -3.09
H  0.31  -1.15  -3.35
H  0.18  0.95  -2.46
H  0.58  0.18  -1.08
H  -1.06  0.73  -1.34
H  2.32  1.03  2.81
H  0.94  0.45  2.40
O  1.87  0.52  2.15
H  -3.03  0.67  0.29
H  -1.74  0.35  1.04
O  -2.09  0.51  0.13
H  -0.80  3.17  -3.78
H  -1.46  2.05  -4.58
O  -1.12  2.20  -3.64
H  2.41  -0.41  0.24
H  3.83  -0.37  -0.01
O  3.02  -0.78  -0.43
H  0.14  -2.44  4.69
H  1.10  -2.18  3.44
O  0.17  -2.03  3.87
H  -1.27  0.55  3.29
H  -0.72  -0.79  2.93
O  -0.96  0.07  2.51

charge = +1
highest occupied orbital energy = -14.21 eV
LUMO energy = -2.60 eV
HOMO-LUMO gap = 11.61 eV
energy = -15098.290 eV
ΔE to the lowest compared entry with this formula, charge and spin = 0.874 eV

---

Density functional theory data (ωB97M-V with the def2-TZVPD basis set) for the ion C6H8NO with charge +1 at a distorted geometry.

CARTESIAN COORDINATES (ANGSTROEM)
C  -1.58  -1.90  0.35
C  -1.81  1.06  -0.01
C  2.78  0.35  0.20
C  1.55  -0.08  0.16
C  0.49  0.72  -0.25
C  -0.85  -1.17  -0.49
N  -0.73  0.29  -0.36
O  -1.73  2.32  -0.23
H  -2.17  -1.53  1.35
H  3.68  -0.30  0.15
H  2.92  1.40  -0.19
H  1.32  -1.11  0.58
H  0.48  1.81  -0.24
H  -0.30  -1.60  -1.33
H  -1.54  -3.00  0.19
H  -2.51  2.75  0.11

charge = +1
highest occupied orbital energy (spin up / spin down) = -13.57 / -13.57 eV
LUMO energy (spin up / spin down) = -6.04 / -6.04 eV
HOMO-LUMO gap (spin up / spin down) = 7.53 / 7.53 eV
energy = -9877.407 eV
ΔE to the lowest compared entry with this formula, charge and spin = 2.974 eV

---

Density functional theory data (ωB97M-V with the def2-TZVPD basis set) for an isolated molecule of C4H6N2O2 at a distorted geometry.

CARTESIAN COORDINATES (ANGSTROEM)
C  -1.45  -0.79  -0.24
C  0.70  0.34  -0.28
C  0.43  1.73  -0.34
C  2.15  -0.18  0.07
H  -1.56  0.40  1.43
H  -3.04  -0.43  0.69
H  -1.96  -1.80  -0.53
H  -0.56  1.92  -0.64
H  1.14  2.50  -0.12
H  1.32  -2.06  -0.07
N  -2.18  0.20  0.34
N  -0.25  -0.77  -0.50
O  2.21  -1.67  0.04
O  3.07  0.60  0.16

highest occupied orbital energy = -9.38 eV
LUMO energy = -0.07 eV
HOMO-LUMO gap = 9.31 eV
energy = -11317.618 eV
ΔE to the lowest compared entry with this formula, charge and spin = 3.424 eV

---

Density functional theory data (ωB97M-V with the def2-TZVPD basis set) for the ion C7H14N2 with charge +2 at a distorted geometry.

CARTESIAN COORDINATES (ANGSTROEM)
C  1.56  -0.61  -1.09
C  1.66  0.96  0.63
C  -0.22  0.84  -0.80
C  -3.60  -0.57  0.52
C  3.35  -0.77  0.56
C  -1.65  0.41  -0.76
C  -2.26  -0.08  0.45
N  0.42  1.33  0.33
N  2.20  -0.07  0.01
H  1.71  -0.15  -2.05
H  2.17  1.43  1.46
H  0.07  1.28  -1.74
H  -3.61  -1.58  0.97
H  -4.14  -0.57  -0.43
H  -4.17  -0.03  1.29
H  3.16  -1.84  0.57
H  3.58  -0.43  1.57
H  4.22  -0.60  -0.08
H  -2.29  1.24  -1.12
H  -1.83  -0.30  -1.58
H  -1.69  -0.08  1.38
H  1.46  -1.69  -1.10
H  -0.09  1.89  1.01

charge = +2
highest occupied orbital energy = -17.37 eV
LUMO energy = -10.23 eV
HOMO-LUMO gap = 7.15 eV
energy = -10445.491 eV
ΔE to the lowest compared entry with this formula, charge and spin = 2.559 eV

---

Density functional theory data (ωB97M-V with the def2-TZVPD basis set) for a cluster of 2 separate species, C39H40N3O4P in total at a distorted geometry.

CARTESIAN COORDINATES (ANGSTROEM)
C  0.15  0.67  6.61
N  0.68  0.76  5.27
C  2.03  0.77  5.02
O  2.92  0.70  5.86
C  2.21  0.86  3.50
C  2.98  -0.31  2.87
C  4.37  -0.50  3.46
C  4.73  -1.72  4.05
C  5.99  -1.86  4.63
C  6.91  -0.81  4.58
C  6.55  0.41  3.98
C  5.28  0.56  3.41
N  0.82  0.92  3.03
C  0.53  0.93  1.72
C  -0.74  1.15  1.21
C  -1.02  1.28  -0.14
C  -2.30  1.77  -0.57
C  -2.38  2.54  -1.75
C  -3.59  3.03  -2.20
C  -4.76  2.78  -1.48
C  -6.01  3.29  -1.99
N  -7.01  3.71  -2.41
C  -4.70  2.07  -0.27
C  -3.50  1.54  0.16
C  -0.18  0.95  4.11
C  -1.20  -0.19  4.01
C  -0.90  2.30  4.23
H  0.97  0.50  7.31
H  -0.37  1.61  6.88
H  -0.57  -0.15  6.68
H  2.75  1.80  3.27
H  2.40  -1.24  2.97
H  3.07  -0.10  1.79
H  4.00  -2.54  4.05
H  6.25  -2.80  5.12
H  7.91  -0.93  5.00
H  7.24  1.25  3.97
H  4.98  1.49  2.94
H  1.37  0.82  1.02
H  -1.55  1.32  1.91
H  -0.19  1.26  -0.86
H  -1.46  2.73  -2.31
H  -3.63  3.61  -3.13
H  -5.62  1.96  0.33
H  -3.47  0.90  1.04
H  -0.68  -1.15  4.00
H  -1.86  -0.14  4.89
H  -1.81  -0.10  3.11
H  -0.21  3.08  4.57
H  -1.34  2.62  3.28
H  -1.71  2.21  4.96
C  1.97  -3.44  0.52
C  1.96  -2.59  -0.73
O  0.81  -1.72  -0.68
C  0.74  -0.93  -1.79
C  -0.59  -0.44  -2.07
P  -0.77  0.22  -3.69
C  0.00  -0.79  -5.00
C  0.07  -2.18  -4.91
C  0.51  -2.94  -6.00
C  0.93  -2.30  -7.17
C  0.92  -0.90  -7.25
C  0.48  -0.15  -6.15
C  -2.54  0.01  -4.07
C  -3.14  -1.24  -3.90
C  -4.50  -1.41  -4.19
C  -5.27  -0.33  -4.61
C  -4.66  0.92  -4.80
C  -3.29  1.07  -4.61
O  -0.35  1.65  -3.83
O  1.74  -0.69  -2.47
H  2.79  -4.16  0.46
H  2.13  -2.83  1.42
H  1.04  -4.00  0.63
H  2.87  -1.99  -0.81
H  1.86  -3.23  -1.62
H  -1.42  -0.97  -1.62
H  -0.24  -2.69  -3.99
H  0.53  -4.03  -5.94
H  1.27  -2.89  -8.03
H  1.24  -0.40  -8.16
H  0.49  0.94  -6.19
H  -2.55  -2.08  -3.55
H  -4.94  -2.40  -4.10
H  -6.34  -0.45  -4.81
H  -5.27  1.78  -5.10
H  -2.79  2.00  -4.86

highest occupied orbital energy = -7.33 eV
LUMO energy = -1.89 eV
HOMO-LUMO gap = 5.44 eV
energy = -63040.371 eV

---

Density functional theory data (ωB97M-V with the def2-TZVPD basis set) for a structure of composition C13H37B3Br3MnO6S3 at a distorted geometry.

CARTESIAN COORDINATES (ANGSTROEM)
Mn  -0.48  -0.02  0.78
B  -2.19  1.38  -0.01
H  -1.24  1.37  -0.53
H  -2.34  2.35  0.44
H  -3.02  1.07  -0.63
H  -2.12  0.61  0.74
B  0.15  0.23  2.97
H  -0.68  0.74  2.51
H  0.39  -0.72  2.52
H  0.98  0.90  2.77
H  0.00  0.09  4.03
B  0.64  -1.05  -0.76
H  0.88  -0.31  -1.50
H  1.00  -0.87  0.24
H  -0.42  -1.26  -0.73
H  1.15  -1.93  -1.12
C  3.76  -3.78  0.27
Br  4.36  -2.60  1.73
Br  4.11  -5.66  0.90
Br  4.40  -3.34  -1.62
H  2.67  -3.75  0.19
C  -0.16  1.19  -4.11
C  0.36  2.60  -3.95
C  -0.79  3.62  -4.31
S  -2.31  2.83  -3.78
O  -3.36  3.00  -4.76
O  -2.59  3.08  -2.36
C  -1.63  1.16  -3.78
H  0.52  0.47  -3.65
H  -0.23  1.10  -5.19
H  1.40  2.79  -4.19
H  0.54  2.62  -2.87
H  -0.83  3.57  -5.39
H  -0.77  4.67  -4.00
H  -2.24  0.36  -4.21
H  -1.80  0.79  -2.77
C  -4.14  -3.18  3.44
C  -4.81  -3.25  1.94
C  -3.64  -3.76  1.02
S  -2.06  -2.94  1.65
O  -1.85  -1.64  1.00
O  -0.88  -3.81  1.77
C  -2.75  -2.69  3.34
H  -4.14  -4.19  3.86
H  -4.70  -2.41  3.97
H  -5.25  -2.30  1.61
H  -5.66  -3.92  1.95
H  -3.63  -3.58  -0.05
H  -3.48  -4.82  1.24
H  -2.54  -1.66  3.64
H  -2.06  -3.21  4.01
C  4.46  1.07  0.91
C  4.44  2.46  1.63
C  2.95  2.97  1.66
S  2.26  2.29  0.02
O  2.23  3.38  -0.96
O  1.08  1.51  0.33
C  3.72  1.22  -0.48
H  3.91  0.39  1.56
H  5.47  0.67  0.87
H  5.16  3.19  1.26
H  4.77  2.33  2.66
H  2.64  4.01  1.75
H  2.51  2.46  2.52
H  4.47  1.78  -1.04
H  3.38  0.30  -0.97

charge = -1
highest occupied orbital energy (spin up / spin down) = -4.76 / -6.06 eV
spin multiplicity = 6
LUMO energy (spin up / spin down) = 1.41 / 1.41 eV
HOMO-LUMO gap (spin up / spin down) = 6.17 / 7.47 eV
energy = -302340.446 eV
⟨S²⟩ = 8.7547

---

Density functional theory data (ωB97M-V with the def2-TZVPD basis set) for a cluster of 2 separate species, C7H16O2 in total at a distorted geometry.

CARTESIAN COORDINATES (ANGSTROEM)
C  -2.31  -0.06  0.83
O  -2.89  1.17  1.14
C  -0.84  0.07  1.21
C  0.01  1.30  0.93
C  0.65  1.48  -0.42
C  1.48  -0.56  -1.76
C  1.56  0.35  -0.63
C  2.75  -0.13  0.27
H  -2.95  -0.81  1.31
H  -2.46  -0.27  -0.25
H  -2.39  1.91  0.76
H  -0.80  -0.19  2.34
H  -0.14  -0.73  0.74
H  -0.74  2.20  1.28
H  0.81  1.40  1.78
H  -0.11  1.56  -1.18
H  1.03  2.54  -0.47
H  0.83  -0.15  -2.44
H  2.15  -1.35  -1.64
H  3.68  0.00  -0.17
H  2.64  0.52  1.14
H  2.50  -1.20  0.49
H  0.48  -2.37  -1.45
H  -0.98  -2.64  -1.65
O  -0.03  -3.06  -1.54

highest occupied orbital energy = -9.25 eV
LUMO energy = 0.65 eV
HOMO-LUMO gap = 9.91 eV
energy = -11609.933 eV
ΔE to the lowest compared entry with this formula, charge and spin = 4.318 eV